(1)
Formula: C4H13N2O
Source: the Open Molecules 2025 dataset
Level of theory: ωB97M-V/def2-TZVPD

Positions of all 20 atoms, in Å:
C  1.61732  -2.84976  0.17688
C  0.82794  -1.60670  0.71801
O  -0.15700  -1.17215  0.12070
N  1.15540  -1.21431  2.00298
H  2.28546  -3.33949  0.84873
H  2.17705  -2.36257  -0.62196
H  0.68532  -0.57384  2.56240
H  2.22151  -1.33538  2.07979
H  0.71294  -3.42437  -0.35126
C  -1.00192  1.54221  -0.04422
C  -1.91326  2.45737  -0.79777
N  -0.08465  0.83461  -1.07468
H  -0.42789  2.12849  0.67921
H  -1.56855  0.81153  0.47230
H  -2.40547  2.12701  -1.74295
H  -1.54835  3.48508  -0.97555
H  0.63458  0.27412  -0.58573
H  -0.67427  0.15622  -1.69103
H  0.32457  1.59354  -1.65107
H  -2.86073  2.46839  -0.12478

Calculated values
F_max = 5.47 eV Å⁻¹
orbital gap = 11.11 eV
energy above the lowest of the compared OMol25 structures with the same formula, charge and spin = 44.2 kcal/mol
spin multiplicity = 1
electronic energy = -9379.6651 eV
HOMO energy = -14.3 eV
total charge = +1

***

(2)
Formula: C4H13N2O
Source: the Open Molecules 2025 dataset
Level of theory: ωB97M-V/def2-TZVPD

Positions of all 20 atoms, in Å:
C  -1.79284  1.93057  2.20607
C  -0.91579  0.93183  1.49423
O  -0.87152  0.68343  0.30137
N  -0.05434  0.17746  2.31656
H  -1.16498  2.53004  2.87236
H  -2.34212  1.29086  2.89129
H  0.87023  -0.03717  1.93915
H  0.06258  0.63443  3.22027
H  -2.28603  2.58883  1.49860
C  1.32600  -0.72799  -1.47925
C  1.99052  -1.06923  -2.81093
N  0.06940  -1.54763  -1.30687
H  2.02712  -0.93692  -0.67627
H  1.02960  0.31187  -1.57149
H  1.64019  -0.44928  -3.63666
H  1.82435  -2.11513  -3.08308
H  0.32590  -2.53732  -1.32866
H  -0.32286  -1.37413  -0.38706
H  -0.65298  -1.31625  -1.99182
H  3.06644  -0.90100  -2.82915

Calculated values
F_max = 2.92 eV Å⁻¹
orbital gap (spin up / spin down) = 11.53 / 6.36 eV
energy above the lowest of the compared OMol25 structures with the same formula, charge and spin = 44.8 kcal/mol
spin multiplicity = 2
electronic energy = -9367.0570 eV
HOMO energy (spin up / spin down) = -19.9 / -19.9 eV
total charge = +2
expectation value of S² = 0.758

***

(3)
Formula: C4H13N2O2
Source: the Open Molecules 2025 dataset
Level of theory: ωB97M-V/def2-TZVPD

Positions of all 21 atoms, in Å:
C  0.28075  0.72705  0.98926
C  0.95034  -0.40587  1.95253
C  1.71422  -1.60822  1.35103
N  1.04166  -2.39019  0.24195
N  -0.89662  0.24045  0.33689
C  -0.84877  0.34621  -1.31146
O  -0.27006  1.39544  -1.81279
H  0.12508  1.54164  1.72773
H  1.07339  1.20771  0.42005
H  0.09676  -0.70549  2.68333
H  1.64760  0.18661  2.55970
H  2.64043  -1.26792  1.08497
H  1.70828  -2.29992  2.25917
H  0.14878  -2.83319  0.64580
H  0.71605  -1.67524  -0.60038
H  -1.69310  0.89181  0.57413
H  -0.28475  -0.58380  -1.72567
H  -1.94895  0.29626  -1.61932
H  -1.94929  2.88139  -3.70853
H  -1.75330  1.79466  -2.73589
O  -2.49849  2.26060  -3.31249

Calculated values
F_max = 5.14 eV Å⁻¹
orbital gap = 7.47 eV
energy above the lowest of the compared OMol25 structures with the same formula, charge and spin = 47.5 kcal/mol
spin multiplicity = 1
electronic energy = -11432.6755 eV
HOMO energy = -3.6 eV
total charge = -1

***

(4)
Formula: C4H13N2O2
Source: the Open Molecules 2025 dataset
Level of theory: ωB97M-V/def2-TZVPD

Positions of all 21 atoms, in Å:
N  1.41232  0.68052  2.01849
C  0.61839  0.35312  0.79473
C  0.86936  -1.04873  0.20456
C  1.20143  -0.88257  -1.28122
O  0.24519  -0.23761  -1.97580
C  -0.86245  0.63269  1.11699
N  -1.37313  1.96568  0.79791
H  2.30679  1.09721  1.74028
H  1.71266  -0.19200  2.45677
H  0.94463  1.10943  0.08020
H  1.68240  -1.52980  0.75489
H  -0.09124  -1.53131  0.11527
H  2.20109  -0.39289  -1.40532
H  1.46993  -1.92595  -1.61726
H  -1.57237  -0.10498  0.77705
H  -0.91579  0.52351  2.20843
H  -0.70893  2.69620  1.00753
H  -1.71542  1.94702  -0.14798
H  -2.04459  -1.93717  -2.10008
H  -1.23178  -0.74125  -1.57831
O  -2.06965  -1.28686  -1.39597

Calculated values
F_max = 1.78 eV Å⁻¹
orbital gap = 7.50 eV
energy above the lowest of the compared OMol25 structures with the same formula, charge and spin = 17.4 kcal/mol
spin multiplicity = 1
electronic energy = -11433.9826 eV
HOMO energy = -3.3 eV
total charge = -1

***

(5)
Formula: C4H13N2O2
Source: the Open Molecules 2025 dataset
Level of theory: ωB97M-V/def2-TZVPD

Positions of all 21 atoms, in Å:
C  -0.42406  1.22439  -0.15379
N  0.26641  0.83801  -1.40255
C  1.56043  -0.04643  -1.32201
O  1.60462  -0.32216  0.00630
C  -1.58739  0.00018  0.09646
C  -2.48508  0.69781  1.16621
N  -0.92345  -1.19306  0.61232
H  -0.82453  2.15828  -0.32844
H  0.24021  1.18915  0.69029
H  0.68308  1.65025  -1.80239
H  2.54773  0.69688  -1.50748
H  1.28587  -0.90843  -2.04253
H  -2.10447  -0.23827  -0.78711
H  -2.03157  0.93701  2.01462
H  -3.11925  1.66495  0.94150
H  -3.26103  -0.06866  1.47382
H  -0.31184  -1.64344  -0.04619
H  -0.17567  -0.95714  1.29968
H  2.93127  -2.67920  0.43259
H  2.73996  -1.07053  0.31434
O  3.38879  -1.92961  0.34434

Calculated values
F_max = 5.99 eV Å⁻¹
orbital gap = 7.67 eV
energy above the lowest of the compared OMol25 structures with the same formula, charge and spin = 62.9 kcal/mol
spin multiplicity = 1
electronic energy = -11432.0098 eV
HOMO energy = -3.7 eV
total charge = -1

***

(6)
Formula: C4H13N2O2
Source: the Open Molecules 2025 dataset
Level of theory: ωB97M-V/def2-TZVPD

Positions of all 21 atoms, in Å:
C  -0.52435  0.36315  0.78711
O  -0.27068  0.61266  2.10691
C  0.90488  0.34122  -0.00344
C  1.10921  -0.79346  -1.08158
C  -0.07657  -1.39621  -1.80436
N  -1.10953  -0.50974  -2.23640
N  2.04998  0.35123  0.91207
H  -1.01834  1.23621  0.27500
H  -0.96966  -0.57621  0.45943
H  0.94949  1.21200  -0.61992
H  1.99910  -0.57721  -1.71840
H  1.69898  -1.60945  -0.56346
H  0.19760  -2.13331  -2.63945
H  -0.32784  -2.18445  -1.04553
H  -1.54481  0.17500  -1.65074
H  -1.02627  -0.23707  -3.21444
H  2.25002  1.30821  1.15462
H  1.76960  -0.11003  1.76475
H  -2.13806  2.27947  3.16568
H  -1.49460  0.89220  2.82234
O  -2.42815  1.35581  3.12981

Calculated values
F_max = 2.93 eV Å⁻¹
orbital gap (spin up / spin down) = 2.35 / 7.32 eV
energy above the lowest of the compared OMol25 structures with the same formula, charge and spin = 20.7 kcal/mol
spin multiplicity = 2
electronic energy = -11429.1779 eV
HOMO energy (spin up / spin down) = 4.1 / -1.0 eV
total charge = -2
expectation value of S² = 0.751

***

(7)
Formula: C4H13N2O2
Source: the Open Molecules 2025 dataset
Level of theory: ωB97M-V/def2-TZVPD

Positions of all 21 atoms, in Å:
O  1.55016  -1.26820  0.21925
C  1.72705  -0.18844  -0.30337
N  2.87643  0.21789  -0.87018
C  0.54490  0.76448  -0.52611
N  -0.73278  0.11188  -0.16203
C  -0.96672  -0.23572  1.26504
C  -1.26344  0.96631  2.10574
H  3.02206  1.17087  -1.15027
H  3.75625  -0.22729  -0.64949
H  0.66398  1.68349  0.03306
H  0.52960  0.98634  -1.57049
H  -0.84640  -0.72728  -0.77721
H  -1.49764  0.73029  -0.45523
H  -0.14242  -0.80428  1.68114
H  -1.73553  -0.99862  1.22747
H  -0.44851  1.69629  2.12346
H  -1.38778  0.66317  3.13014
H  -2.13849  1.59266  1.87030
H  -1.76498  -1.86574  -2.86821
H  -0.61003  -2.54482  -2.17667
O  -1.13569  -1.72330  -2.14632

Calculated values
F_max = 1.27 eV Å⁻¹
orbital gap = 11.28 eV
energy above the lowest of the compared OMol25 structures with the same formula, charge and spin = 20.9 kcal/mol
spin multiplicity = 1
electronic energy = -11428.5681 eV
HOMO energy = -14.2 eV
total charge = +1